Density functional theory data (the ωB97M-V functional and the def2-TZVPD basis) for C3H10BN in the gas phase in a non-equilibrium geometry.

```
15
Properties=species:S:1:pos:R:3:forces:R:3:nbo_charge:R:1
B -0.3802 -0.0906 -0.1202 -3.01 2.64 0.36 0.814
C -1.6639 -1.0392 0.4963 3.47 0.99 -2.62 -0.936
C -0.8441 1.6621 -0.7459 -0.07 -4.60 3.11 -0.886
C 2.1710 -0.0944 0.1165 0.87 -1.58 -0.45 -0.397
N 0.8438 -0.6681 0.1565 -0.60 -0.38 -1.21 -0.883
H -1.4377 -1.1642 1.5065 -0.26 0.06 1.90 0.224
H -1.3653 -1.9614 0.0433 -0.19 -1.20 -0.32 0.203
H -2.6494 -0.8606 0.2078 -1.55 0.62 -0.07 0.223
H -0.2245 2.3911 -0.2992 0.79 0.90 0.05 0.210
H -1.8347 1.6733 -0.2543 0.34 0.37 -0.68 0.217
H -0.8736 1.5991 -1.7902 -0.10 0.35 -1.46 0.215
H 2.1943 0.8290 -0.4099 -0.38 0.77 -0.54 0.209
H 2.4002 0.1189 1.1329 0.92 0.18 0.82 0.191
H 2.9901 -0.7341 -0.3630 -1.31 0.53 0.77 0.194
H 0.6738 -1.6609 0.3228 1.08 0.36 0.35 0.399
```
Positions in Å, forces in eV/Å.

Its HOMO energy is -9.2 eV. As for the SMILES: CNB(C)C. The calculation puts the HOMO-LUMO gap at 9.87 eV. The total energy comes out at -5439.22637 eV. The energy above the lowest of the compared OMol25 structures with the same formula, charge and spin comes out at 29.68 kcal/mol. Its spin multiplicity is 1.